A 2-piece molecular cluster, C3H9INO2 overall. Source: OMol25; level of theory: wB97M-V/def2-TZVPD.

Results
Gap between HOMO and LUMO (alpha / beta) in eV: 8.2089 / 6.9133
Energy relative to the best compared isomer or geometry (same formula, charge and spin) in kJ/mol: 222.45
Charge: +1
Molar mass in g mol⁻¹: 218.01
Maximum force in eV/Å: 2.79

Last column: Löwdin charge in e.
CARTESIAN COORDINATES (ANGSTROEM)
C (0.535, -0.211, 0.050)  -0.061
C (0.939, 1.169, -0.306)  -0.177
C (-1.759, -1.391, 0.314)  -0.311
N (-0.975, -0.343, -0.257)  0.016
O (-0.206, 1.990, 0.003)  -0.093
O (-1.702, -2.523, -0.320)  0.127
I (-4.140, 0.404, 0.006)  0.314
H (0.760, -0.512, 1.023)  0.116
H (1.093, -0.955, -0.577)  0.161
H (1.766, 1.567, 0.274)  0.151
H (0.966, 1.233, -1.337)  0.108
H (-1.851, -1.281, 1.404)  0.139
H (-1.416, 0.620, -0.236)  0.066
H (-0.933, -0.319, -1.239)  0.153
H (0.087, 2.862, 0.356)  0.138
H (-1.647, -3.411, 0.015)  0.152

Forces on the atoms, in the same order (eV/Å):
0.3 -1.9 -1.1
-1.7 1.5 1.7
-1.4 0.4 1.6
1.5 1.9 -0.3
0.3 1.3 0.9
0.4 1.0 -1.9
0.8 -0.8 0.1
-0.2 -0.1 1.9
-0.7 0.6 0.3
0.5 -0.5 -0.5
1.3 0.2 -2.2
0.0 -0.4 -0.5
0.2 -0.5 1.6
-0.5 -1.3 -2.3
-0.5 -0.9 -0.5
-0.3 -0.3 1.2

---

C29H29Cl4N6O3SV as an isolated structure. Source: OMol25; level of theory: wB97M-V/def2-TZVPD.

Results
Gap between HOMO and LUMO (alpha / beta) in eV: 5.2732 / 5.7545
<S²>: 2.020
Energy relative to the best compared isomer or geometry (same formula, charge and spin) in kJ/mol: 0.00
Charge: +2
Molar mass in g mol⁻¹: 734.41
Maximum force in eV/Å: 0.52
Spin multiplicity: 3

Last column: Mulliken spin population.
CARTESIAN COORDINATES (ANGSTROEM)
V (1.852, -0.163, -0.533)  1.969
Cl (6.283, 5.606, -0.368)  -0.002
C (5.448, 4.107, -0.358)  -0.009
C (6.150, 2.922, -0.145)  0.011
C (5.502, 1.694, -0.129)  -0.008
C (4.139, 1.659, -0.328)  0.036
O (3.472, 0.478, -0.313)  -0.063
C (3.414, 2.843, -0.550)  0.004
C (2.000, 2.811, -0.776)  0.028
O (1.305, 1.773, -0.804)  0.013
C (4.084, 4.073, -0.561)  0.002
H (7.220, 2.966, 0.011)  0.000
H (6.056, 0.780, 0.037)  0.000
H (1.474, 3.756, -0.932)  -0.002
H (3.535, 4.991, -0.730)  0.000
Cl (-6.392, 1.355, -4.340)  0.000
C (-5.852, 1.007, -2.740)  0.000
C (-5.167, 1.969, -2.016)  0.000
C (-4.733, 1.673, -0.735)  0.000
C (-4.947, 0.425, -0.158)  0.000
C (-4.428, 0.103, 1.236)  0.000
C (-3.377, -1.025, 1.267)  0.000
N (-2.236, -0.876, 0.344)  0.007
C (-2.281, -0.827, -1.032)  0.001
C (-1.013, -0.600, -1.452)  0.036
N (-0.182, -0.537, -0.341)  -0.059
C (-0.969, -0.712, 0.716)  0.019
O (-4.042, 1.257, 1.946)  0.000
C (-2.737, 1.779, 1.720)  -0.001
C (-2.762, 3.256, 1.936)  0.000
C (-2.273, 4.170, 1.052)  0.000
Cl (-1.553, 3.828, -0.482)  0.000
S (-2.469, 5.788, 1.574)  0.000
C (-3.195, 5.253, 3.030)  0.000
C (-3.296, 3.902, 3.090)  0.000
C (-5.688, -0.498, -0.897)  0.001
Cl (-6.123, -2.040, -0.214)  0.000
C (-6.136, -0.227, -2.180)  0.000
H (-4.993, 2.946, -2.446)  0.000
H (-4.247, 2.449, -0.162)  0.000
H (-5.259, -0.309, 1.814)  0.000
H (-3.865, -1.966, 1.030)  0.000
H (-2.963, -1.097, 2.272)  0.000
H (-3.196, -0.948, -1.586)  0.001
H (-0.654, -0.474, -2.461)  0.000
H (-0.654, -0.697, 1.747)  -0.014
H (-2.393, 1.584, 0.701)  0.000
H (-2.034, 1.310, 2.422)  -0.001
H (-3.518, 5.976, 3.762)  0.000
H (-3.746, 3.370, 3.915)  0.000
H (-6.715, -0.961, -2.722)  0.000
C (3.273, -2.609, -1.452)  0.006
N (2.371, -2.210, -0.288)  -0.053
C (3.196, -2.384, 0.981)  0.017
N (3.697, -3.721, 1.107)  0.001
C (4.546, -4.030, -0.050)  0.000
N (3.782, -3.939, -1.298)  0.000
C (2.658, -4.881, -1.237)  0.001
N (1.788, -4.576, -0.096)  -0.003
C (1.262, -3.250, -0.230)  0.067
C (2.576, -4.665, 1.138)  0.001
H (4.093, -1.889, -1.492)  -0.001
H (2.680, -2.544, -2.369)  0.013
H (2.551, -2.143, 1.830)  0.004
H (4.023, -1.675, 0.938)  0.001
H (4.938, -5.040, 0.054)  0.000
H (5.384, -3.333, -0.083)  -0.001
H (3.044, -5.893, -1.132)  0.000
H (2.082, -4.821, -2.161)  0.000
H (0.631, -3.011, 0.626)  -0.006
H (0.676, -3.164, -1.147)  -0.013
H (2.962, -5.677, 1.243)  0.000
H (1.938, -4.444, 1.995)  0.000

Forces on the atoms, in the same order (eV/Å):
-0.4 -0.3 -0.1
0.0 0.0 0.0
0.0 0.0 0.0
0.0 0.0 0.0
0.1 0.1 0.0
-0.1 0.0 0.0
0.2 0.0 0.2
-0.1 0.0 0.0
0.1 -0.1 0.1
0.0 0.0 -0.1
0.0 0.0 0.0
0.0 0.0 0.0
0.0 0.0 0.0
0.0 0.0 0.0
0.0 0.0 0.0
0.0 0.0 0.0
0.0 0.0 0.0
0.0 0.0 0.0
0.0 0.0 0.0
0.0 0.0 0.0
0.0 0.0 0.0
0.0 0.0 0.0
0.0 0.0 0.0
0.0 0.0 0.0
0.0 0.0 0.0
0.3 0.1 0.1
0.0 0.0 0.0
0.0 0.0 0.0
0.0 0.0 0.0
0.1 0.0 0.0
0.0 0.0 0.0
0.0 0.0 0.0
0.1 0.0 0.0
0.0 0.0 0.0
0.0 0.0 0.0
0.0 0.0 0.0
0.0 0.0 0.0
0.0 0.0 0.0
0.0 0.0 0.0
0.0 0.0 0.0
0.0 0.0 0.0
0.0 0.0 0.0
0.0 0.0 0.0
0.0 0.0 0.0
0.0 0.0 0.0
0.0 0.0 0.0
0.0 0.0 0.0
0.0 0.0 0.0
0.0 0.0 0.0
0.0 0.0 0.0
0.0 0.0 0.0
0.0 0.0 0.0
0.0 0.2 0.0
0.0 0.0 0.0
0.0 0.0 0.0
0.0 0.0 0.0
0.0 0.0 0.0
0.0 0.0 0.0
0.0 0.0 0.0
0.0 0.0 0.0
0.0 0.0 0.0
0.0 0.0 0.0
0.0 0.0 0.0
0.0 0.0 0.0
0.0 0.0 0.0
0.0 0.0 0.0
0.0 0.0 0.0
0.0 0.0 0.0
0.0 0.0 0.0
0.0 0.0 0.0
0.0 0.0 0.0
0.0 0.0 0.0
0.0 0.0 0.0